25
Properties=species:S:1:pos:R:3:forces:R:3 method="wB97M-V/def2-TZVPD" de_lowest_kcal_mol=60.4 fmax_ev_per_a=4.4 total_charge=+1 homo_ev=-13.622 energy_ev=-19835.14574 orbital_gap_ev=9.435
C 0.985612 -0.850816 1.648115 0.454 0.592 -0.532
C 0.349719 -0.490864 0.269448 0.394 -2.993 2.920
C 1.249483 -1.236138 -1.878081 -1.054 1.373 0.794
C 0.057866 -2.990387 -0.416085 1.882 -0.469 -1.121
C -0.406715 3.593346 1.237410 -2.154 -1.947 -3.276
C -1.544952 2.157768 -0.290196 0.494 0.711 0.205
C 0.133872 -1.496598 -0.790768 -0.088 -1.126 -2.234
N -0.975925 2.448861 0.996345 1.895 0.701 1.521
S -0.757132 -0.412931 1.691728 -0.869 -0.217 0.464
H 1.203594 -1.903020 1.942997 -0.360 0.949 -0.583
H 1.640800 -0.110318 2.156917 -0.472 -0.598 -0.655
H 2.227961 -0.953647 -1.472140 -0.175 -0.357 0.168
H 0.909174 -0.357625 -2.462184 0.327 -0.529 -0.044
H 1.333330 -2.099042 -2.494929 0.176 -0.463 -0.648
H 0.884248 -3.330326 0.266554 -1.031 0.379 -0.303
H 0.226634 -3.640404 -1.347476 -0.410 1.123 1.174
H -0.930993 -3.188032 -0.083125 -0.622 -0.581 0.826
H 0.070639 3.752112 2.137949 0.930 0.467 1.791
H 0.574878 0.427772 -0.113288 0.873 2.423 -0.617
H -0.452055 4.337504 0.390795 0.167 -0.515 1.302
H -2.500687 1.764726 -0.115979 -1.366 -0.944 0.007
H -1.680538 3.084384 -0.808660 0.161 0.325 -0.795
H -0.883213 1.443004 -0.757787 -0.266 0.036 -0.584
H -0.866268 -1.308356 -1.298707 1.129 0.134 0.523
H -0.849333 1.359026 1.591150 -0.015 1.526 -0.304